Here is a cluster of 13 separate species, C96H201F6N8O12S2 in total in a non-equilibrium geometry from the OMol25 dataset. Energies are from ωB97M-V/def2-TZVPD.

```
325
Properties=species:S:1:pos:R:3:forces:R:3
S 20.739 19.546 24.695 1.87 0.61 0.20
S 21.082 14.086 22.054 0.46 -0.67 0.54
F 19.939 13.871 19.729 1.01 0.18 -0.54
F 21.146 15.658 19.939 0.22 0.89 -0.53
F 22.139 13.776 19.542 -0.31 0.18 0.12
F 20.671 20.164 22.123 -0.07 -1.26 0.42
F 19.974 18.104 22.491 -0.87 -0.44 -0.34
F 22.075 18.538 22.518 -0.73 0.28 0.40
O 19.647 14.058 22.414 1.77 0.04 -0.65
O 19.365 19.899 24.847 -1.52 0.85 -0.42
O 18.021 24.188 21.826 0.37 -0.22 0.95
O 16.185 18.037 20.055 -0.12 0.30 -0.49
O 21.065 18.424 25.537 0.70 -1.03 -0.34
O 21.737 20.617 24.748 -0.96 -0.77 -0.47
O 24.155 20.182 18.460 0.10 -0.38 0.29
O 21.846 15.204 22.630 -0.79 -0.57 -0.58
O 21.766 12.799 22.163 -0.55 0.62 0.15
O 17.804 17.195 18.773 0.01 -0.16 -0.18
O 19.002 24.732 23.813 0.68 -0.93 0.20
O 24.900 20.292 16.349 0.19 -0.49 -0.50
N 29.940 18.108 14.184 -0.30 -0.88 1.89
N 16.380 20.685 22.443 0.89 1.88 -0.19
N 25.608 17.653 22.575 0.42 -0.76 -1.08
N 21.295 25.101 20.489 -0.02 1.00 -2.75
N 19.022 23.920 31.269 -1.54 -0.18 2.67
N 21.304 17.817 16.472 2.00 -0.32 -0.11
N 20.447 13.433 26.550 0.77 -0.05 -1.86
N 15.624 14.541 20.803 -0.57 -0.54 1.09
C 25.352 18.758 21.539 -0.06 -0.47 -0.75
C 27.978 19.514 15.121 3.24 0.31 -0.36
C 19.806 14.665 27.124 -0.75 -0.75 0.01
C 27.543 20.934 14.943 1.30 0.28 -0.78
C 13.588 15.790 21.766 1.80 -0.45 2.34
C 25.020 19.690 25.816 0.50 0.29 1.17
C 32.475 20.045 16.366 -0.62 -0.27 -0.91
C 19.997 24.993 31.704 0.28 -0.89 0.71
C 16.013 21.648 21.297 -2.15 0.29 1.29
C 20.189 12.066 28.659 0.56 0.24 -0.26
C 23.702 16.717 16.656 0.89 0.48 -1.86
C 26.690 20.671 20.339 -0.16 -0.48 -0.68
C 21.355 23.626 20.839 0.35 1.25 -0.06
C 30.149 15.730 13.613 -0.65 2.20 -0.03
C 15.494 19.549 22.707 -1.74 1.10 0.99
C 19.442 12.609 25.689 1.31 0.39 2.17
C 15.948 23.488 29.696 0.04 1.42 -0.67
C 21.861 23.541 22.273 1.64 -0.39 -0.90
C 33.675 19.292 15.694 -1.36 1.88 0.05
C 31.374 16.540 13.133 1.56 -2.02 0.30
C 15.841 23.029 25.499 -0.61 -0.23 -0.83
C 16.545 14.445 19.675 -0.44 -2.83 -0.66
C 30.783 18.368 15.449 0.76 0.55 -1.95
C 17.121 12.976 19.826 0.56 0.50 -0.37
C 25.814 18.188 23.982 -0.07 1.65 -0.46
C 20.418 18.382 15.378 -0.50 0.40 -0.82
C 29.274 16.768 14.349 -0.45 -0.76 1.56
C 24.736 19.162 24.442 -1.22 -0.66 -0.31
C 16.383 23.593 31.122 0.76 -1.91 1.85
C 17.683 20.162 22.073 3.19 -0.78 0.94
C 24.624 15.794 14.228 2.18 1.05 2.09
C 16.986 21.511 20.207 1.08 -0.89 -1.04
C 18.726 10.505 24.819 -0.55 -0.98 -0.64
C 22.600 17.364 15.778 -0.48 -2.42 -0.07
C 19.957 11.330 25.105 1.69 -0.42 -1.35
C 26.354 19.899 21.582 0.10 0.28 1.93
C 23.739 25.510 20.152 0.61 1.78 -2.07
C 20.561 24.518 33.029 1.09 0.33 0.65
C 17.582 24.476 31.532 0.34 -0.89 -0.89
C 19.643 24.014 27.429 -0.24 1.11 1.09
C 19.191 17.467 15.375 -1.94 -0.04 -0.38
C 20.647 23.030 32.841 0.10 -0.74 -0.67
C 11.943 17.324 22.954 0.46 0.98 0.07
C 18.164 24.850 22.912 -0.65 0.85 -1.19
C 21.703 18.798 17.545 -0.66 0.03 1.35
C 18.537 28.519 17.880 0.11 -0.18 1.08
C 24.406 16.664 22.507 -0.83 -0.82 -0.08
C 20.829 19.004 22.863 2.00 1.77 0.50
C 21.130 14.366 20.179 -1.45 -0.81 1.52
C 17.593 11.259 24.106 1.24 -0.27 -0.55
C 19.240 24.514 28.869 3.13 -0.23 -0.40
C 19.081 27.117 18.191 0.69 0.21 -0.48
C 19.631 16.107 15.922 2.40 1.31 1.12
C 24.430 20.782 17.391 0.02 0.09 0.30
C 17.836 15.948 23.529 -0.14 0.13 -0.18
C 24.940 16.386 15.686 -0.17 -0.18 0.76
C 20.898 21.039 18.663 -1.18 -1.75 -1.71
C 15.825 18.828 24.003 -1.25 -0.54 0.06
C 26.480 15.405 22.709 -0.04 -0.01 -0.76
C 18.249 20.971 20.935 0.11 1.34 0.22
C 16.043 12.135 20.532 1.23 0.35 2.01
C 16.768 17.875 18.946 0.23 0.20 -0.20
C 21.121 12.633 27.597 1.71 2.27 1.66
C 19.957 25.383 19.768 -0.33 -1.69 0.33
C 31.145 19.817 15.592 0.34 1.20 -1.68
C 15.367 22.396 24.168 2.79 0.53 -0.12
C 19.278 22.791 32.299 -0.96 -0.46 -0.41
C 12.709 17.003 21.650 -1.32 -1.13 0.03
C 14.750 17.899 26.068 0.54 -0.37 0.46
C 22.026 24.976 22.800 -2.12 0.36 0.12
C 16.598 21.595 23.624 0.03 0.51 1.26
C 19.591 26.851 19.632 -2.14 -0.03 -0.19
C 22.377 25.446 19.455 0.46 -0.44 2.52
C 17.251 26.060 23.096 -0.62 0.08 -0.83
C 24.815 25.560 19.033 0.27 0.31 -0.32
C 27.541 19.878 19.330 -2.64 -0.36 0.07
C 16.216 18.653 17.729 1.67 0.35 -1.01
C 20.535 19.557 18.198 0.98 2.09 0.41
C 24.930 15.209 22.414 2.95 1.67 2.40
C 20.630 16.624 17.068 -3.79 1.12 -0.21
C 14.886 19.101 25.175 0.05 2.04 0.15
C 24.058 22.261 17.391 -0.04 -0.24 -0.44
C 14.987 13.193 20.851 -1.61 -1.28 -0.22
C 19.246 23.410 29.913 0.14 -2.23 -0.48
C 14.794 22.560 29.557 -1.68 -0.20 0.10
C 21.420 25.928 21.722 0.89 -0.88 0.32
C 21.495 14.123 25.590 -2.23 0.03 0.05
C 20.770 15.848 27.040 0.58 -0.84 1.56
C 16.467 14.718 22.041 -0.74 -0.62 -0.63
C 28.957 19.176 13.960 -1.67 0.01 -0.58
C 17.320 15.980 22.086 -1.25 0.53 0.37
C 14.615 15.608 20.666 -1.42 -0.22 -0.55
C 26.855 16.806 22.191 -1.49 -0.70 0.41
C 30.854 17.939 13.041 -0.46 1.04 -1.30
C 22.080 15.226 26.463 -0.79 0.65 -2.46
C 20.959 11.639 29.886 1.23 -1.87 0.53
H 19.703 19.654 17.538 -0.82 -0.21 -0.35
H 27.588 20.418 18.390 0.80 0.15 0.01
H 17.437 12.549 18.862 -0.06 0.35 0.36
H 32.239 16.453 13.884 -1.17 0.10 -1.23
H 20.240 19.127 19.127 -0.51 -1.04 0.31
H 14.919 23.411 25.922 0.19 0.38 0.64
H 27.253 21.528 20.696 -0.19 0.46 -0.24
H 14.546 21.801 24.377 -1.71 -1.35 0.32
H 23.930 26.408 20.770 -0.64 -0.47 -0.17
H 21.892 26.892 21.483 0.20 -0.58 0.27
H 17.087 19.185 17.219 -0.88 -0.65 0.66
H 20.854 16.349 28.042 0.15 -0.35 -1.10
H 18.144 28.566 16.861 0.33 0.08 0.05
H 13.943 19.319 24.693 -0.63 0.18 0.22
H 28.343 18.818 13.111 0.47 0.44 0.07
H 31.285 20.168 14.515 0.19 0.00 1.37
H 21.237 15.870 17.438 1.87 -1.03 0.28
H 24.336 22.668 18.341 -0.20 0.30 0.78
H 33.731 19.500 14.623 -0.29 -0.07 -0.07
H 17.644 28.650 18.546 0.92 0.44 -0.40
H 19.406 12.763 28.916 -0.08 0.36 0.20
H 19.865 26.813 17.453 -0.35 0.32 0.53
H 14.423 13.046 21.776 0.38 0.16 0.10
H 26.907 19.020 19.063 0.16 -0.11 -0.12
H 20.037 25.239 29.178 -0.49 -0.51 -0.31
H 29.594 15.351 12.787 -0.35 -0.21 -0.84
H 18.756 27.127 20.349 0.91 -0.44 -0.67
H 30.320 14.915 14.238 0.79 -1.32 1.04
H 17.986 13.011 20.511 -0.20 0.02 -0.75
H 18.045 16.082 21.241 -0.17 -0.36 1.13
H 18.853 20.272 20.374 0.13 0.30 -0.48
H 15.734 17.697 26.508 -0.25 0.07 0.48
H 21.550 12.442 30.375 -0.60 -0.35 -0.29
H 24.636 16.506 13.427 -0.34 0.84 -0.14
H 21.374 22.647 32.137 0.51 0.46 -0.38
H 24.557 19.983 23.765 0.17 0.17 -0.36
H 16.540 11.700 21.455 -0.81 0.66 -0.76
H 17.875 26.953 23.101 -0.03 0.07 0.44
H 22.477 16.009 25.772 0.26 -0.71 0.68
H 17.164 22.461 19.709 0.05 0.15 0.18
H 20.865 18.317 14.339 0.21 -0.01 1.53
H 19.850 24.654 33.836 -0.09 0.45 0.24
H 27.130 18.969 15.113 -2.57 -2.39 -0.12
H 27.298 19.519 21.973 0.19 -0.18 0.23
H 23.626 16.901 21.715 1.41 0.06 0.95
H 18.100 14.930 23.690 0.74 -0.67 0.51
H 31.644 17.730 15.315 0.30 0.02 0.04
H 21.799 11.906 27.165 -0.26 -0.26 -0.25
H 16.275 22.255 26.120 -0.03 -0.15 0.39
H 18.936 15.466 16.460 -0.45 0.14 -0.63
H 15.552 24.467 29.390 0.73 0.06 -0.35
H 12.709 17.471 23.750 -0.65 -0.06 -0.24
H 15.568 19.422 18.059 -0.88 0.71 0.36
H 29.517 20.065 13.680 -0.14 -0.10 -0.16
H 16.054 22.665 21.691 0.15 -0.25 0.10
H 15.712 14.624 22.824 0.46 0.41 0.38
H 18.248 26.471 17.992 -0.40 -0.82 0.06
H 20.680 10.723 25.737 -1.03 0.94 -0.33
H 24.483 25.047 18.104 0.18 0.50 0.55
H 28.416 19.464 19.775 1.12 0.18 0.00
H 24.327 19.040 21.732 -0.13 0.51 -0.02
H 14.482 19.985 22.859 0.36 -0.32 -0.44
H 15.500 18.916 21.833 0.12 -0.10 -0.28
H 22.361 24.612 18.764 0.00 0.20 -0.42
H 30.269 20.414 15.955 0.96 -0.46 0.06
H 16.782 23.172 29.085 -0.08 0.15 -0.54
H 13.943 17.913 26.821 0.56 0.29 -0.27
H 17.237 15.208 19.795 1.36 1.30 -0.52
H 21.515 25.022 33.307 -0.75 -0.31 -0.33
H 15.084 16.524 20.463 1.06 1.13 -0.08
H 23.923 16.756 23.471 -0.37 0.22 -0.03
H 15.024 21.674 30.142 -0.41 -0.45 -0.15
H 19.306 24.789 20.468 -0.35 0.92 -1.15
H 19.800 24.890 26.782 -0.14 -0.37 0.13
H 26.691 15.335 23.757 0.00 0.10 0.77
H 19.969 24.910 18.712 0.33 0.41 1.83
H 22.836 14.708 27.018 0.44 0.75 1.10
H 22.130 26.395 19.013 -0.20 0.25 -0.37
H 18.840 23.437 27.023 -0.39 -0.50 -0.48
H 26.898 16.798 21.093 0.25 0.24 0.40
H 19.051 21.845 31.843 0.33 -0.42 -0.55
H 21.956 23.198 20.041 0.23 -0.41 0.44
H 15.548 17.808 23.814 0.58 -0.85 -0.48
H 11.212 16.593 23.286 0.31 -0.60 -0.14
H 24.302 20.469 26.124 0.29 -0.30 -0.39
H 23.900 24.667 20.754 0.13 -1.33 0.83
H 18.669 12.298 26.374 -0.39 0.25 0.57
H 28.340 21.384 14.360 -0.07 0.83 0.03
H 19.449 25.904 31.827 0.17 0.75 -0.58
H 15.195 20.049 25.720 -0.40 -1.14 -0.36
H 18.986 14.800 26.455 -0.77 0.51 -0.37
H 14.594 17.024 25.450 -0.38 -0.35 -0.28
H 22.872 23.094 22.164 -0.49 0.04 0.54
H 26.003 20.649 22.332 0.24 -0.60 -0.36
H 22.050 13.400 25.026 0.89 -0.56 0.38
H 24.582 14.515 23.178 -0.61 0.33 -0.23
H 17.218 21.010 24.352 -1.24 0.38 -0.05
H 18.079 11.788 23.308 0.16 0.41 -0.84
H 25.521 17.318 15.635 -0.02 -0.30 -0.23
H 14.212 13.095 20.058 0.50 0.69 0.28
H 21.412 25.121 23.707 0.27 -0.17 -0.39
H 21.137 21.630 17.808 0.96 0.42 -0.50
H 20.812 24.942 31.007 0.13 0.74 -0.50
H 22.214 16.550 15.086 0.58 1.14 0.56
H 15.574 24.085 31.662 -0.23 -0.40 0.34
H 13.249 17.827 21.260 0.54 0.99 -0.18
H 24.927 14.750 21.498 -0.85 -0.83 -2.40
H 12.977 14.912 21.872 -0.44 -0.51 0.04
H 30.270 17.988 16.251 -1.42 -0.72 1.94
H 20.047 16.991 17.999 0.45 -0.50 -1.79
H 19.342 29.273 18.050 -0.95 -0.23 -0.14
H 16.653 16.849 21.941 0.30 -0.31 0.02
H 16.514 26.211 22.297 0.19 -0.30 0.01
H 17.505 25.342 30.882 0.13 0.54 0.47
H 17.289 22.402 23.379 0.28 -0.33 -0.82
H 23.025 25.160 23.060 1.42 0.49 0.07
H 33.544 18.258 15.857 0.33 -1.25 0.15
H 14.110 15.887 22.757 -0.11 -0.17 -0.67
H 21.711 10.810 29.625 -0.84 1.23 0.14
H 22.183 18.253 18.393 0.06 0.20 -1.17
H 20.364 23.287 20.720 -1.09 -0.60 0.11
H 20.401 27.485 19.890 0.90 0.75 0.04
H 11.316 18.242 22.900 0.74 -0.33 -0.24
H 27.130 14.636 22.255 -0.45 0.30 -0.04
H 18.407 22.641 29.745 1.51 1.02 0.13
H 20.242 22.805 30.026 -1.65 1.22 -0.78
H 32.625 21.125 16.446 0.19 -0.17 -0.12
H 19.362 14.404 28.079 0.31 0.31 0.15
H 19.063 9.695 24.141 -0.46 0.08 0.63
H 18.779 17.361 14.330 0.28 0.32 1.14
H 16.834 18.895 24.321 1.17 -0.15 -0.01
H 22.413 19.440 17.070 0.47 0.48 -0.02
H 30.191 18.066 12.165 0.58 -0.07 0.12
H 19.007 13.322 25.022 0.04 0.20 -0.77
H 26.637 21.027 14.381 -0.60 -0.03 -0.06
H 29.160 16.594 15.446 0.47 -0.06 -0.80
H 20.364 16.533 26.305 0.34 0.29 0.15
H 18.871 21.846 21.315 -0.82 -1.11 -0.48
H 14.958 21.426 21.135 0.06 0.05 -0.72
H 21.859 13.416 28.092 -1.55 -1.62 -0.65
H 18.669 16.592 23.708 0.71 0.29 0.01
H 14.109 15.356 19.751 -0.46 -0.13 -0.57
H 25.334 18.295 20.523 0.11 0.00 0.84
H 18.352 20.184 22.963 -0.59 0.30 -0.58
H 14.557 22.303 28.513 0.32 -0.02 0.38
H 17.106 16.182 24.306 -0.49 0.22 -0.37
H 20.228 19.474 15.567 0.05 -1.23 -0.07
H 32.268 19.690 17.367 0.44 -0.16 0.45
H 20.199 15.600 15.110 -0.37 -0.22 0.77
H 20.514 11.451 24.127 -0.54 0.37 0.98
H 26.784 18.729 23.989 -0.46 -0.60 -0.04
H 15.040 23.207 23.498 0.29 -0.42 -0.03
H 16.617 20.825 19.448 0.18 -0.28 0.01
H 20.817 22.429 33.711 -0.05 -0.05 0.83
H 19.666 11.240 28.232 -0.36 -0.92 -0.24
H 25.422 15.118 13.957 0.14 -0.50 0.07
H 17.128 12.028 24.681 -0.62 0.27 0.70
H 34.604 19.656 16.072 0.64 -0.07 0.58
H 17.736 19.106 21.811 -1.12 -0.03 -0.24
H 20.566 23.427 27.430 -0.18 0.02 0.17
H 21.561 21.038 19.466 1.83 -0.02 0.83
H 28.225 16.778 14.058 0.14 0.37 -0.69
H 23.514 15.757 17.104 -1.03 -0.21 0.24
H 28.515 19.258 16.038 -0.31 0.55 0.31
H 31.547 18.790 13.090 0.12 -0.56 -0.33
H 25.179 26.600 18.796 -0.62 -1.03 0.15
H 23.766 18.624 24.498 0.38 0.32 -0.11
H 25.677 25.007 19.383 0.39 -0.05 -0.04
H 26.056 20.094 25.928 -0.70 -0.23 -0.11
H 23.032 18.168 15.184 -0.24 0.26 0.27
H 16.590 23.808 25.365 -0.10 0.08 -0.11
H 25.720 20.910 19.887 0.43 0.53 -0.26
H 16.871 10.595 23.655 -0.31 -0.21 0.19
H 25.526 15.653 16.339 -0.45 0.80 -1.30
H 16.483 22.483 31.494 -0.09 2.08 -0.11
H 17.579 24.685 32.624 -0.11 0.18 -0.92
H 24.585 22.843 16.637 -0.28 -0.12 -0.33
H 13.849 23.035 29.954 0.98 -0.60 -0.15
H 18.565 22.828 33.112 -0.35 0.62 0.06
H 27.471 21.433 15.865 -0.42 0.74 1.08
H 18.401 17.848 16.057 0.40 -0.08 -0.51
H 31.699 16.053 12.164 -0.04 1.12 1.02
H 15.655 11.248 20.061 -0.31 0.11 -0.75
H 25.810 17.391 24.706 0.35 -0.71 -0.09
H 18.369 25.114 28.907 -1.28 0.18 -0.30
H 12.041 16.654 20.882 -0.90 0.66 -0.57
H 18.329 10.107 25.750 0.09 -0.42 0.10
H 20.313 11.112 30.621 0.25 0.73 -0.33
H 24.889 18.877 26.543 0.24 0.16 0.02
H 27.744 17.191 22.693 -0.13 0.22 -0.42
H 20.430 26.139 22.001 -1.37 0.29 0.61
H 16.697 25.937 24.015 0.03 0.31 0.48
H 24.056 17.406 17.419 0.05 0.12 -0.01
H 23.724 15.283 14.249 -1.71 -1.17 -0.17
H 17.021 13.785 22.035 0.62 0.27 0.55
H 21.265 22.879 22.887 -0.25 0.09 0.16
H 20.836 14.524 24.814 0.07 0.36 0.16
H 15.959 14.533 18.768 0.04 0.22 -0.27
H 15.719 18.118 16.905 0.18 -0.35 0.61
H 20.057 21.554 19.051 -1.41 0.03 0.35
H 22.965 22.248 17.257 0.44 0.56 0.00
```
Forces are in eV/Å.

## Properties
- Net charge: +3
- Strongest force on any atom: 4.2 eV/A
- E_HOMO: -12.1 eV
- Orbital gap: 8.1 eV
- LUMO level: -3.96 eV